C24H67NO11S | ωB97M-V/def2-TZVPD

**Gap between HOMO and LUMO**: 8.74 eV
**Charge**: 0
**Lowest unoccupied orbital energy**: 0.32 eV
**Highest occupied orbital energy**: -0.310 Ha

CARTESIAN COORDINATES (ANGSTROEM)
S -2.39 2.00 -2.46
O 5.86 -2.78 -0.07
O 2.14 3.02 -1.72
O -3.87 -1.08 -2.87
O 0.50 2.90 7.13
O 1.94 5.53 2.80
O -1.05 0.93 3.48
O 4.01 0.57 1.24
O -0.80 -3.62 2.11
O -4.41 -3.00 -6.77
O 1.56 2.65 0.37
O -1.38 -1.29 -1.50
N 0.73 0.01 0.74
C -2.93 2.28 -0.75
C -5.54 -2.58 -3.80
C -4.23 -1.84 -7.59
C -0.77 -5.81 1.06
C -0.11 3.93 6.34
C -0.10 -4.86 2.03
C -0.97 -1.19 4.62
C -0.26 0.99 0.25
C 2.69 6.00 0.55
C -0.66 3.47 -0.22
C 4.41 -0.05 2.46
C -0.70 -2.54 -1.48
C -0.52 0.25 4.62
C -1.35 -3.55 -2.40
C 2.98 6.12 2.04
C 3.91 -1.48 2.53
C 0.13 2.44 0.55
C -5.00 -1.17 -3.74
C 6.52 -1.92 -2.25
C 6.18 -1.60 -0.80
C 1.97 2.30 -0.86
C -2.17 3.38 0.00
C 0.43 3.94 4.93
C -4.07 -2.22 -9.06
H 1.26 -0.31 -0.05
H 5.68 -2.43 -2.73
H -2.60 4.34 -0.27
H -3.63 -3.56 -6.89
H 6.63 -3.36 -0.10
H -4.95 -2.77 -9.40
H -3.95 -1.33 -9.68
H 2.16 1.23 -1.03
H -5.10 -1.21 -7.45
H -0.22 -6.75 1.00
H -0.67 -2.91 -0.45
H -1.15 0.80 0.83
H -0.50 0.82 -0.78
H -1.37 -3.18 -3.42
H -3.96 2.58 -0.80
H 1.75 6.49 0.31
H 4.28 -2.06 1.69
H -5.75 -0.48 -3.35
H -2.29 -1.44 -1.21
H -3.21 -2.87 -9.20
H 0.57 0.32 4.56
H -2.33 0.66 -2.49
H -4.77 -3.26 -4.17
H -4.71 -0.82 -4.73
H 2.59 4.95 0.27
H -6.40 -2.64 -4.45
H 6.74 -1.01 -2.81
H 4.22 -1.96 3.46
H -0.35 4.44 0.17
H -1.69 -3.81 2.41
H -5.82 -2.93 -2.80
H 2.81 -1.50 2.49
H -0.81 -4.50 -2.38
H 3.04 0.56 1.22
H 1.45 3.08 7.15
H -0.84 0.78 5.53
H -3.19 -1.67 -3.21
H 7.38 -2.58 -2.30
H -3.35 -1.29 -7.25
H 1.51 4.13 4.93
H -0.82 -5.37 0.07
H -0.05 4.71 4.33
H 0.33 -2.34 -1.79
H -0.56 -1.74 5.48
H -0.03 2.60 1.60
H -2.88 1.37 -0.17
H -0.04 -5.30 3.03
H -2.39 -3.73 -2.09
H 7.01 -1.09 -0.32
H 5.50 -0.03 2.49
H 0.24 -0.78 1.13
H -2.06 -1.26 4.66
H -2.36 3.26 1.06
H -0.64 -1.68 3.70
H -1.18 3.72 6.34
H -2.01 0.89 3.53
H -1.79 -6.03 1.38
H 5.30 -0.95 -0.75
H -0.38 3.49 -1.26
H 3.49 6.45 -0.04
H 1.87 4.61 2.55
H 3.93 5.62 2.28
H 3.06 7.16 2.34
H 0.05 4.89 6.83
H 0.27 2.97 4.45
H 4.03 0.54 3.30
H 0.92 -4.63 1.71

---

C24H68N4O12 | ωB97M-V/def2-TZVPD

**Gap between HOMO and LUMO**: 8.64 eV
**Energy relative to the best compared isomer or geometry (same formula, charge and spin)**: 0.0000 eV
**Charge**: 0
**Lowest unoccupied orbital energy**: 0.12 eV
**Highest occupied orbital energy**: -0.313 Ha

CARTESIAN COORDINATES (ANGSTROEM)
O -3.01 2.27 6.55
O 2.32 1.40 5.89
O 0.58 1.02 3.45
O 1.87 -0.83 -4.78
O 4.78 4.34 3.35
O -2.22 1.32 3.14
O 7.07 -0.91 0.33
O -6.02 -3.05 -8.50
O -0.89 -0.37 -1.81
O -4.49 -2.94 2.70
O 5.39 0.53 -1.50
O 4.58 -2.96 -3.62
N -1.30 -2.32 0.92
N -4.02 -4.75 -7.29
N 1.63 3.60 4.07
N 0.83 -0.11 0.73
C 1.00 2.27 -0.02
C 2.36 4.34 3.01
C -3.05 -2.75 -6.26
C -3.41 -3.20 1.84
C 3.59 5.08 3.51
C 1.40 5.24 2.28
C -6.53 -2.36 -9.62
C -2.56 -1.98 1.60
C 0.26 0.44 -1.60
C -1.01 -0.77 -3.16
C 5.03 3.41 4.40
C 0.27 0.91 -0.16
C 4.88 -0.31 -0.49
C 3.53 -2.52 -4.46
C 0.99 0.06 4.40
C -4.30 -3.34 -6.89
C -2.66 1.18 4.48
C -3.33 -0.82 0.99
C 5.80 -0.40 0.70
C -2.48 2.47 5.24
C 3.02 -1.19 -4.00
C -4.11 -2.86 4.07
C -4.80 -2.51 -8.05
C 1.14 0.56 5.81
H -4.02 -2.57 -8.84
H -5.74 -2.19 -10.37
H 1.11 6.13 2.85
H 2.77 1.23 6.72
H 0.19 1.31 -2.27
H 3.75 6.02 2.97
H -3.29 -1.81 -5.77
H -2.60 2.85 7.19
H 3.95 0.16 -0.15
H -1.27 1.14 3.11
H -7.21 -3.03 -10.15
H -1.43 2.77 5.26
H -7.04 -1.44 -9.35
H 3.48 5.34 4.57
H 2.77 -3.29 -4.44
H -4.91 -1.45 -7.78
H 0.90 1.92 3.66
H -3.03 3.29 4.75
H 1.14 -0.16 -1.85
H -3.71 0.88 4.43
H -3.88 -3.49 0.88
H 0.46 4.71 2.08
H 2.08 2.11 -0.12
H -0.78 1.09 0.10
H -3.35 -4.75 -8.06
H -0.68 -1.49 0.91
H 1.88 -0.48 4.07
H 3.90 -2.45 -5.49
H -2.34 -2.45 -7.04
H 1.32 4.30 4.73
H -5.02 -3.02 4.64
H 1.77 5.58 1.31
H -2.66 0.00 0.73
H 0.18 -0.68 4.46
H 0.29 1.21 6.05
H -3.37 -3.63 4.32
H 4.61 -1.32 -0.82
H 4.35 2.56 4.32
H -1.14 0.10 -3.82
H -2.08 0.41 4.99
H -2.57 -3.37 -5.52
H -5.11 -3.42 -6.17
H -2.83 -4.07 2.14
H 5.32 -0.99 1.49
H -1.96 -1.30 -3.23
H 2.24 2.96 4.58
H -1.53 -2.29 -0.08
H 1.84 0.01 0.70
H 2.76 3.60 2.31
H 6.35 0.40 -1.52
H -2.23 -1.62 2.60
H -4.13 -0.43 1.61
H -3.76 -1.10 0.02
H 5.93 0.62 1.08
H 0.69 3.00 -0.77
H 1.17 -0.26 6.51
H 5.35 -2.40 -3.73
H 0.74 2.68 0.95
H 6.05 3.07 4.24
H 4.92 3.89 5.38
H 0.67 0.21 1.69
H -0.17 -1.40 -3.45
H 2.67 -1.27 -2.97
H -3.75 -1.85 4.30
H 7.05 -1.87 0.44
H 1.85 0.13 -4.83
H -4.87 -5.07 -7.75
H 3.84 -0.47 -4.05